# 1
126
Properties=species:S:1:pos:R:3:lowdin_charge:R:1 method="wB97M-V/def2-TZVPD" fmax_ev_per_a=4.56 gap_ev=9.24 total_charge=0 relative_energy_ev=4.733 smiles="CN(C)C=O.CN(C)C=O.CN(C)C=O.CN(C)C=O.C1CCOC1.C1CCOC1.C1CCOC1.C1CCOC1.C1CCOC1.C1CCOC1"
C 4.55 3.66 0.76 -0.300
O 5.07 4.62 0.15 -0.022
N 4.84 3.18 2.01 -0.172
C 4.14 2.20 2.81 -0.071
C 5.90 3.85 2.81 -0.050
H 3.83 2.95 0.33 0.134
H 3.44 1.66 2.17 0.085
H 3.58 2.48 3.70 0.091
H 4.85 1.41 3.00 0.087
H 5.63 4.42 3.70 0.069
H 6.61 3.09 3.14 0.085
H 6.47 4.56 2.22 0.082
C 2.32 8.90 1.41 -0.293
O 1.55 9.25 2.32 -0.035
N 3.11 7.79 1.51 -0.138
C 4.15 7.67 0.45 -0.045
C 3.24 6.96 2.75 -0.004
H 2.43 9.39 0.43 0.106
H 5.00 7.16 0.91 0.074
H 4.51 8.61 0.05 0.055
H 3.82 7.08 -0.41 0.072
H 3.40 5.95 2.37 0.068
H 4.12 7.32 3.28 0.076
H 2.31 6.86 3.32 0.067
C 1.63 11.80 -1.58 -0.335
O 2.41 10.91 -1.27 -0.018
N 1.03 12.55 -0.65 -0.184
C 1.23 12.52 0.79 -0.028
C -0.06 13.48 -1.06 -0.035
H 1.28 12.17 -2.56 0.133
H 1.98 11.83 1.19 0.087
H 0.29 12.25 1.26 0.082
H 1.42 13.56 1.05 0.093
H -0.28 13.46 -2.13 0.081
H -0.98 13.13 -0.59 0.086
H 0.24 14.47 -0.70 0.086
C 0.74 13.63 4.71 -0.355
O 1.96 13.64 4.80 -0.010
N -0.04 12.53 4.55 -0.183
C -1.46 12.77 4.44 -0.076
C 0.58 11.20 4.31 -0.020
H 0.13 14.53 4.88 0.126
H -1.91 13.66 4.86 0.087
H -2.00 11.87 4.76 0.085
H -1.69 12.73 3.37 0.075
H 0.47 10.87 3.28 0.051
H 1.63 11.30 4.60 0.087
H 0.16 10.47 5.00 0.082
C -0.40 3.62 5.16 -0.170
C 0.15 4.87 4.63 -0.167
C 0.39 4.69 3.10 -0.194
O 0.64 3.33 2.99 -0.142
C -0.15 2.69 3.96 -0.206
H -1.48 3.63 5.33 0.111
H 0.04 3.33 6.11 0.113
H 1.09 5.08 5.14 0.110
H -0.53 5.71 4.82 0.119
H 1.21 5.23 2.63 0.088
H -0.42 4.96 2.42 0.114
H 0.42 1.80 4.22 0.111
H -1.07 2.24 3.57 0.114
C 7.27 9.38 -0.88 -0.152
C 6.51 10.70 -1.22 -0.128
C 6.03 11.14 0.22 -0.188
O 7.11 10.78 1.04 -0.139
C 7.82 9.68 0.55 -0.201
H 8.07 9.12 -1.57 0.102
H 6.59 8.53 -0.80 0.082
H 5.72 10.58 -1.96 0.086
H 7.28 11.37 -1.62 0.107
H 5.12 10.61 0.48 0.093
H 5.79 12.20 0.29 0.120
H 7.51 8.87 1.22 0.098
H 8.91 9.70 0.59 0.114
C 7.69 9.20 5.86 -0.171
C 7.80 7.76 5.44 -0.197
C 6.43 7.40 4.84 -0.159
O 5.52 8.33 5.55 -0.156
C 6.26 9.16 6.45 -0.203
H 7.81 9.78 4.95 0.115
H 8.40 9.56 6.60 0.116
H 7.97 7.11 6.30 0.110
H 8.71 7.75 4.84 0.113
H 6.27 6.33 4.98 0.098
H 6.46 7.58 3.76 0.101
H 6.38 8.66 7.41 0.113
H 5.73 10.10 6.59 0.114
C 2.88 9.41 7.30 -0.165
C 1.93 10.10 8.31 -0.137
C 0.56 9.33 8.21 -0.163
O 0.68 8.75 6.90 -0.193
C 2.03 8.39 6.50 -0.160
H 3.65 8.85 7.83 0.095
H 3.34 10.23 6.75 0.099
H 1.78 11.10 7.90 0.098
H 2.39 10.17 9.30 0.101
H -0.33 9.95 8.39 0.108
H 0.42 8.53 8.93 0.101
H 2.14 8.49 5.42 0.103
H 2.26 7.35 6.75 0.107
C 5.57 8.37 -4.41 -0.151
C 5.32 8.58 -5.89 -0.176
C 3.89 8.02 -6.09 -0.285
O 3.21 8.25 -4.95 -0.134
C 4.11 8.62 -3.81 -0.101
H 6.28 9.11 -4.03 0.094
H 5.93 7.36 -4.23 0.111
H 6.04 7.95 -6.41 0.104
H 5.35 9.58 -6.34 0.110
H 3.95 6.94 -6.22 0.114
H 3.45 8.44 -6.99 0.117
H 4.00 8.00 -2.92 0.095
H 4.02 9.66 -3.50 0.094
C 0.83 6.63 -1.96 -0.157
C 0.16 5.69 -0.92 -0.158
C -1.33 5.65 -1.30 -0.186
O -1.47 6.48 -2.49 -0.165
C -0.16 6.58 -3.13 -0.176
H 1.78 6.18 -2.25 0.103
H 0.95 7.65 -1.60 0.107
H 0.31 6.06 0.09 0.090
H 0.57 4.69 -1.04 0.106
H -1.99 5.90 -0.47 0.110
H -1.63 4.67 -1.66 0.107
H -0.12 7.45 -3.79 0.114
H -0.05 5.75 -3.82 0.112

=====

# 2
13
Properties=species:S:1:pos:R:3:nbo_charge:R:1 method="wB97M-V/def2-TZVPD" fmax_ev_per_a=0.56 gap_ev=9.14 total_charge=+1 relative_energy_ev=0.600
C -1.37 0.34 0.60 -0.084
C -0.98 1.37 1.32 -0.283
C -0.70 -1.45 -0.84 0.105
N -0.45 -0.37 -0.22 -0.428
H -2.39 -0.04 0.58 0.233
H 0.05 1.70 1.37 0.224
H -1.72 1.94 1.86 0.247
H 0.11 -1.97 -1.32 0.231
H -1.72 -1.82 -0.87 0.227
H 0.53 -0.02 -0.28 0.445
S 2.70 0.59 -0.41 -0.259
H 3.17 -0.62 -0.08 0.170
H 2.79 0.34 -1.72 0.171

=====

# 3
18
Properties=species:S:1:pos:R:3:nbo_charge:R:1 method="wB97M-V/def2-TZVPD" fmax_ev_per_a=0.48 gap_ev=10.07 total_charge=0 relative_energy_ev=2.073 smiles=CN(O)C(C)(N)N
C 0.57 0.56 -1.87 -0.444
N -0.15 0.85 -0.64 -0.167
O -1.52 0.96 -0.92 -0.579
H -1.86 0.06 -1.12 0.454
H 0.20 -1.88 -0.61 0.371
H 0.17 -0.32 -2.39 0.166
H 1.62 0.39 -1.62 0.221
H 0.48 1.43 -2.51 0.212
C -0.73 0.34 1.66 -0.630
C 0.05 -0.13 0.43 0.389
N 1.48 -0.21 0.66 -0.863
N -0.47 -1.43 0.00 -0.879
H 1.86 0.72 0.75 0.369
H 1.66 -0.70 1.53 0.363
H -0.62 -2.04 0.80 0.366
H -0.52 -0.31 2.51 0.195
H -1.80 0.33 1.46 0.231
H -0.43 1.36 1.90 0.225

=====

# 4
16
Properties=species:S:1:pos:R:3:nbo_charge:R:1 method="wB97M-V/def2-TZVPD" fmax_ev_per_a=0.38 gap_ev=10.66 total_charge=0 relative_energy_ev=1.116
C -1.40 0.54 -0.53 -0.615
C -0.70 -0.20 0.59 -0.260
C -0.36 -1.67 0.31 -0.056
O 1.02 -1.35 0.09 -0.537
C 0.84 -0.05 0.66 0.112
C 1.53 1.07 -0.10 -0.642
H -1.40 1.62 -0.36 0.210
H -2.45 0.21 -0.61 0.215
H -0.92 0.35 -1.50 0.210
H -1.20 -0.01 1.55 0.202
H -0.83 -2.13 -0.57 0.175
H -0.49 -2.34 1.17 0.168
H 1.18 -0.05 1.71 0.165
H 1.57 0.83 -1.17 0.223
H 2.55 1.22 0.27 0.218
H 0.97 2.00 0.03 0.213

=====

# 5
10
Properties=species:S:1:pos:R:3:nbo_charge:R:1 method="wB97M-V/def2-TZVPD" fmax_ev_per_a=2.34 gap_ev="7.65 / 8.66" total_charge=0 relative_energy_ev=7.333
C 1.22 0.20 -0.69 0.421
C -1.70 0.84 0.36 -0.190
O 0.61 1.18 -1.15 -0.554
O 1.20 -1.57 0.80 -0.531
N 0.53 -0.79 -0.15 -0.135
N -1.27 0.15 -0.58 -0.090
H 0.97 -2.47 0.54 0.477
H 2.32 0.17 -0.63 0.165
H -2.79 0.96 0.39 0.223
H -1.10 1.34 1.12 0.213

=====

# 6
116
Properties=species:S:1:pos:R:3:lowdin_charge:R:1 method="wB97M-V/def2-TZVPD" fmax_ev_per_a=1.87 gap_ev="5.20 / 5.13" total_charge=+2 relative_energy_ev=1.477
Pd 0.63 0.50 0.28 0.675
C 6.42 -0.15 -0.30 -0.019
C 5.21 -0.03 0.58 -0.222
C 5.29 0.30 1.93 0.015
C 4.14 0.46 2.68 -0.057
C 2.95 0.24 2.03 -0.677
Br 1.27 0.70 2.79 1.012
N 2.81 -0.13 0.77 -0.019
C 3.94 -0.23 0.06 -0.067
H 7.34 -0.06 0.28 0.088
H 6.42 0.62 -1.07 0.093
H 6.43 -1.12 -0.80 0.094
H 6.26 0.48 2.38 0.134
H 4.17 0.76 3.72 0.122
H 3.81 -0.53 -0.97 0.116
C -1.85 1.26 -3.92 -0.284
Sb -1.83 1.30 -1.76 1.518
C 0.22 0.22 -1.78 -0.382
C 1.24 1.16 -2.36 -0.415
C 1.51 1.37 -3.71 -0.053
C 2.47 2.30 -4.07 -0.036
C 3.16 2.98 -3.07 -0.041
C 2.85 2.70 -1.76 -0.121
N 1.90 1.83 -1.41 0.034
Si 0.33 -1.58 -2.50 0.464
C 1.86 -2.33 -1.73 -0.174
C -1.18 -2.62 -2.21 -0.162
C 0.64 -1.62 -4.34 -0.166
C -2.12 3.39 -1.10 -0.558
C -0.99 3.81 -0.19 -0.397
C -0.94 5.14 0.27 -0.036
C 0.10 5.57 1.06 -0.019
C 1.10 4.67 1.39 -0.040
C 0.97 3.38 0.94 -0.211
N -0.05 2.93 0.19 0.051
Si -3.69 3.20 0.01 0.427
C -3.23 2.04 1.41 -0.168
C -5.10 2.48 -0.97 -0.186
C -4.24 4.84 0.71 -0.158
Si -2.20 4.53 -2.65 0.459
C -2.56 6.33 -2.31 -0.168
C -0.48 4.46 -3.38 -0.160
C -3.58 3.93 -3.76 -0.175
H -1.25 0.41 -4.23 -0.028
H -1.47 2.16 -4.39 0.004
H -2.88 1.08 -4.20 0.017
H 0.96 0.84 -4.48 0.087
H 2.68 2.49 -5.11 0.124
H 3.92 3.72 -3.32 0.114
H 3.37 3.20 -0.95 0.115
H 2.03 -2.03 -0.69 -0.035
H 2.74 -2.03 -2.31 0.040
H 1.79 -3.42 -1.75 0.053
H -1.45 -2.77 -1.17 0.000
H -0.96 -3.60 -2.65 0.052
H -2.05 -2.21 -2.73 0.049
H 1.63 -1.27 -4.62 0.041
H -0.10 -1.09 -4.95 0.030
H 0.57 -2.67 -4.62 0.055
H -1.73 5.82 -0.01 0.088
H 0.13 6.59 1.41 0.125
H 1.96 4.96 1.99 0.115
H 1.74 2.66 1.17 0.031
H -3.75 1.08 1.30 0.041
H -3.51 2.46 2.38 0.047
H -2.16 1.84 1.43 -0.001
H -4.84 1.53 -1.45 0.011
H -5.48 3.16 -1.73 0.033
H -5.93 2.27 -0.29 0.048
H -3.53 5.25 1.43 0.038
H -5.18 4.67 1.24 0.050
H -4.44 5.58 -0.06 0.024
H -1.70 6.87 -1.91 0.036
H -3.40 6.48 -1.64 0.023
H -2.82 6.79 -3.26 0.051
H 0.18 5.11 -2.80 0.045
H -0.45 4.81 -4.42 0.054
H -0.04 3.46 -3.35 -0.008
H -4.43 4.62 -3.66 0.046
H -3.95 2.93 -3.51 0.001
H -3.29 3.92 -4.81 0.049
C -2.10 -6.54 3.23 -0.101
C -3.10 -6.03 2.19 -0.243
C -2.66 -4.78 1.43 -0.193
C -2.67 -3.49 2.23 -0.149
N -1.55 -3.39 3.19 0.062
C -0.30 -3.05 2.94 -0.556
S 0.19 -2.56 1.32 1.043
N 0.61 -3.17 3.90 0.064
C 2.06 -2.97 3.78 -0.189
C 2.78 -4.20 3.25 -0.201
C 2.58 -5.45 4.12 -0.267
C 3.36 -6.64 3.58 -0.099
H -2.42 -7.50 3.64 0.081
H -1.99 -5.86 4.08 0.052
H -1.11 -6.69 2.78 0.074
H -4.06 -5.85 2.67 0.114
H -3.26 -6.83 1.46 0.114
H -3.34 -4.63 0.59 0.123
H -1.66 -4.93 1.00 0.103
H -3.58 -3.40 2.83 0.142
H -2.64 -2.62 1.57 0.089
H -1.76 -3.69 4.13 0.153
H 0.28 -3.51 4.80 0.164
H 2.42 -2.71 4.78 0.137
H 2.22 -2.12 3.13 0.059
H 3.84 -3.96 3.20 0.126
H 2.44 -4.40 2.23 0.107
H 1.52 -5.70 4.16 0.097
H 2.90 -5.23 5.14 0.117
H 3.05 -6.89 2.56 0.077
H 3.20 -7.53 4.20 0.079
H 4.43 -6.44 3.57 0.080
F -1.34 -0.47 2.34 0.093
B -0.88 -0.93 1.16 -1.208
F -1.78 -0.97 0.18 0.061

=====

# 7
192
Properties=species:S:1:pos:R:3:lowdin_charge:R:1 method="wB97M-V/def2-TZVPD" fmax_ev_per_a=2.91 gap_ev=9.54 total_charge=0 relative_energy_ev=1.090 smiles=COCCNCCOC.COCCNCCOC.COCCNCCOC.COCCNCCOC.CC(C)O.CC(C)O.CC(C)O.CC(C)O.CC(C)O.CC(C)O.CC(C)O.CC(C)O
C 2.90 -1.24 -2.21 -0.128
O 2.46 -0.12 -2.95 -0.200
C 3.10 -0.03 -4.26 -0.188
C 2.65 1.30 -4.93 -0.166
N 1.18 1.62 -5.00 -0.030
C 0.33 0.67 -5.73 -0.210
C -1.16 0.98 -5.64 -0.194
O -1.64 0.96 -4.27 -0.214
C -3.03 1.14 -4.14 -0.118
H 2.50 -2.23 -2.45 0.068
H 2.60 -1.10 -1.17 0.072
H 3.97 -1.44 -2.26 0.084
H 2.87 -0.86 -4.93 0.111
H 4.18 0.00 -4.09 0.103
H 3.06 1.31 -5.93 0.111
H 3.16 2.08 -4.35 0.100
H 0.76 1.60 -4.08 0.070
H 0.42 -0.36 -5.38 0.096
H 0.57 0.65 -6.79 0.122
H -1.69 0.18 -6.16 0.109
H -1.41 1.88 -6.21 0.121
H -3.62 0.39 -4.66 0.086
H -3.31 2.10 -4.58 0.088
H -3.40 1.05 -3.12 0.073
C -5.35 3.71 5.97 -0.129
O -4.19 3.58 5.21 -0.175
C -3.81 2.22 5.06 -0.227
C -2.57 2.07 4.17 -0.194
N -1.44 2.83 4.76 -0.050
C -0.26 2.73 3.90 -0.213
C 0.87 3.49 4.52 -0.228
O 2.05 3.46 3.71 -0.210
C 3.13 4.26 4.18 -0.100
H -6.30 3.74 5.43 0.089
H -5.27 4.65 6.51 0.087
H -5.35 2.92 6.72 0.085
H -4.59 1.60 4.62 0.110
H -3.53 1.79 6.02 0.121
H -2.82 2.48 3.19 0.119
H -2.28 1.02 4.14 0.111
H -1.72 3.80 4.85 0.106
H -0.46 3.31 3.00 0.109
H 0.00 1.72 3.61 0.109
H 1.14 3.03 5.48 0.122
H 0.56 4.49 4.79 0.121
H 3.67 3.68 4.93 0.085
H 2.86 5.20 4.67 0.082
H 3.76 4.52 3.32 0.083
C -2.55 -2.34 3.76 -0.074
O -1.84 -2.19 2.54 -0.223
C -2.56 -2.73 1.42 -0.164
C -1.81 -2.36 0.12 -0.165
N -1.68 -0.91 0.03 -0.052
C -0.98 -0.55 -1.13 -0.220
C -0.62 0.91 -1.08 -0.180
O 0.09 1.19 0.14 -0.195
C 0.67 2.50 0.21 -0.094
H -3.08 -3.29 3.80 0.092
H -3.36 -1.60 3.77 0.061
H -1.92 -2.30 4.64 0.085
H -3.60 -2.42 1.45 0.119
H -2.54 -3.81 1.49 0.113
H -2.46 -2.79 -0.65 0.107
H -0.85 -2.87 0.21 0.106
H -1.33 -0.43 0.84 0.124
H -1.66 -0.68 -1.97 0.100
H -0.01 -1.04 -1.21 0.127
H -1.53 1.48 -1.25 0.119
H 0.13 1.06 -1.87 0.107
H 1.23 2.80 -0.68 0.082
H 1.32 2.44 1.08 0.078
H -0.11 3.22 0.44 0.065
C 4.41 3.29 -0.73 -0.084
O 5.76 2.78 -0.97 -0.174
C 5.65 1.43 -1.44 -0.224
C 7.04 0.85 -1.80 -0.190
N 7.84 0.64 -0.59 -0.047
C 9.17 0.22 -0.94 -0.235
C 10.23 0.65 0.11 -0.219
O 10.28 2.06 0.17 -0.198
C 11.14 2.54 1.21 -0.105
H 3.76 3.24 -1.60 0.076
H 4.42 4.32 -0.37 0.075
H 3.92 2.73 0.06 0.076
H 5.02 1.44 -2.33 0.094
H 5.07 0.83 -0.75 0.119
H 7.56 1.49 -2.51 0.118
H 6.87 -0.11 -2.27 0.115
H 8.02 1.56 -0.21 0.097
H 9.56 0.53 -1.90 0.114
H 9.20 -0.87 -0.95 0.115
H 11.18 0.29 -0.28 0.119
H 10.02 0.29 1.11 0.121
H 11.07 3.62 1.29 0.086
H 12.19 2.28 1.07 0.083
H 10.86 2.17 2.19 0.081
C 2.00 -0.41 2.54 -0.032
C 1.55 -1.72 3.14 -0.470
C 0.86 -1.62 4.54 -0.030
O 0.76 -2.48 2.28 -0.064
H 1.14 0.25 2.43 0.048
H 2.28 -0.62 1.50 0.078
H 2.66 0.24 3.10 0.087
H 2.45 -2.28 3.41 0.134
H 1.50 -0.94 5.10 0.075
H 0.98 -2.56 5.08 0.082
H -0.13 -1.16 4.52 0.056
H -0.15 -2.21 2.42 0.040
C -1.51 -8.68 1.11 -0.062
C -2.63 -8.13 0.28 -0.517
C -2.43 -6.70 -0.19 -0.050
O -2.81 -8.94 -0.88 -0.043
H -1.36 -8.21 2.08 0.081
H -0.58 -8.59 0.54 0.080
H -1.78 -9.72 1.31 0.077
H -3.54 -8.20 0.88 0.133
H -3.36 -6.44 -0.69 0.079
H -1.58 -6.54 -0.85 0.069
H -2.38 -6.00 0.64 0.065
H -3.28 -9.74 -0.64 0.088
C 1.08 -5.45 0.66 -0.046
C 2.43 -4.82 0.29 -0.497
C 2.91 -5.44 -1.02 -0.047
O 2.23 -3.48 0.03 -0.060
H 0.91 -4.91 1.60 0.065
H 1.11 -6.50 0.94 0.077
H 0.27 -5.21 -0.03 0.058
H 3.14 -4.88 1.11 0.139
H 3.93 -5.07 -1.15 0.077
H 2.26 -5.15 -1.84 0.061
H 2.96 -6.53 -1.01 0.079
H 1.68 -3.10 0.72 0.037
C 0.74 8.17 0.80 -0.057
C 1.96 7.23 0.95 -0.424
C 1.65 5.73 0.74 -0.063
O 3.03 7.58 0.00 -0.071
H -0.17 7.88 1.31 0.072
H 0.48 8.15 -0.25 0.069
H 0.92 9.20 1.14 0.074
H 2.35 7.44 1.94 0.128
H 1.48 5.47 -0.31 0.075
H 0.88 5.38 1.41 0.075
H 2.57 5.19 0.96 0.061
H 2.81 7.27 -0.89 0.072
C -1.45 4.35 -3.35 -0.044
C -2.51 4.54 -2.26 -0.456
C -2.01 5.33 -1.11 -0.072
O -3.65 5.30 -2.82 -0.065
H -0.66 3.74 -2.93 0.067
H -1.00 5.30 -3.67 0.084
H -1.76 3.81 -4.25 0.062
H -2.86 3.57 -1.90 0.127
H -2.70 5.33 -0.27 0.092
H -1.67 6.33 -1.39 0.084
H -1.07 4.91 -0.74 0.049
H -3.26 6.11 -3.14 0.073
C -5.22 -2.85 -1.67 -0.065
C -4.73 -1.46 -1.76 -0.499
C -5.82 -0.67 -2.39 -0.069
O -4.45 -0.70 -0.55 -0.057
H -6.11 -2.96 -1.05 0.081
H -4.45 -3.48 -1.23 0.065
H -5.51 -3.28 -2.63 0.092
H -3.82 -1.51 -2.37 0.119
H -5.49 0.33 -2.70 0.068
H -6.64 -0.58 -1.68 0.089
H -6.26 -1.15 -3.26 0.084
H -3.52 -0.81 -0.33 0.010
C -7.21 -2.13 1.84 -0.074
C -7.36 -1.37 3.13 -0.460
C -5.97 -1.23 3.79 -0.072
O -7.76 -0.06 2.76 -0.061
H -6.57 -1.65 1.10 0.063
H -8.19 -2.32 1.42 0.086
H -6.67 -3.06 2.03 0.077
H -8.05 -1.87 3.81 0.143
H -6.08 -0.94 4.84 0.081
H -5.31 -0.56 3.24 0.073
H -5.52 -2.22 3.86 0.062
H -7.09 0.33 2.19 0.082
C -1.26 -2.59 -4.38 -0.046
C -0.26 -3.73 -4.19 -0.479
C -0.51 -4.40 -2.82 -0.047
O -0.44 -4.64 -5.23 -0.023
H -1.21 -2.11 -5.36 0.064
H -1.17 -1.78 -3.66 0.051
H -2.32 -2.83 -4.30 0.084
H 0.78 -3.44 -4.08 0.126
H -0.59 -3.67 -2.02 0.059
H 0.19 -5.20 -2.59 0.064
H -1.44 -4.97 -2.87 0.078
H -0.36 -4.13 -6.03 0.089